[1]
Density functional theory data (ωB97M-V/def2-TZVPD) for a structure of composition C34H30ClN5O4SSbV.

## Properties
**ΔE to the lowest compared entry with this formula, charge and spin**: 0.0 kcal/mol
**HOMO level (alpha / beta)**: -3.43 / -5.46 eV
**Charge**: -1
**LUMO level (alpha / beta)**: 0.0918 / 0.0501 hartree
**Spin multiplicity**: 4

Cartesian coordinates (Å):
V1 -1.7115 -1.3210 2.3121
C1 -3.3459 -4.6927 0.1745
C2 -2.4896 -3.7389 0.9417
N1 -2.9939 -2.6929 1.5914
N2 -4.3671 -2.5368 1.5848
C3 -4.7512 -1.6544 2.4433
N3 -6.0994 -1.3430 2.4987
S1 -3.6923 -0.7880 3.5297
C4 -1.0896 -3.8823 1.0841
C5 -0.2820 -4.8798 0.4948
C6 1.0478 -4.9525 0.8068
C7 1.6062 -4.0285 1.7159
C8 0.7958 -3.0438 2.2212
N4 -0.5087 -2.9403 1.9166
H1 -4.3129 -4.7972 0.6606
H2 -3.5330 -4.3233 -0.8381
H3 -2.8696 -5.6692 0.1000
H4 -6.6968 -2.0622 2.1205
H5 -6.4032 -0.9609 3.3784
H6 -0.7228 -5.5806 -0.2010
H7 1.6677 -5.7174 0.3559
H8 2.6505 -4.0641 1.9892
H9 1.1803 -2.2859 2.8929
O1 -0.2019 1.0766 5.2336
Cl1 0.2197 0.4842 3.9773
O2 1.6254 0.0957 4.0136
O3 -0.5350 -0.8765 3.9099
O4 -1.4838 -0.2546 1.1676
C9 -2.7909 2.2474 1.8352
C10 -2.0619 3.2444 1.1938
C11 -2.2066 3.4873 -0.1981
C12 -1.5087 4.4935 -0.8174
C13 -0.6318 5.2960 -0.0738
C14 -0.4478 5.0587 1.2957
C15 -1.1439 4.0528 1.9158
C16 0.1099 6.3358 -0.7190
N5 0.7127 7.1681 -1.2400
H10 -3.4744 1.6060 1.3000
H11 -2.6551 2.0518 2.8892
H12 -2.8740 2.8549 -0.7698
H13 -1.6201 4.6674 -1.8795
H14 0.2550 5.6644 1.8519
H15 -0.9951 3.8578 2.9709
C17 5.5661 -1.5624 -2.7538
C18 5.4710 -0.4006 -2.0012
C19 4.2845 -0.0835 -1.3492
C20 3.1754 -0.9234 -1.4359
C21 3.2916 -2.0920 -2.1880
C22 4.4703 -2.4099 -2.8474
Sb1 1.3294 -0.5554 -0.3659
C23 1.7721 1.5257 -0.1024
C24 2.2673 1.9216 1.1389
C25 2.7449 3.2137 1.3301
C26 2.7313 4.1223 0.2823
C27 2.2230 3.7420 -0.9534
C28 1.7449 2.4528 -1.1419
C29 0.1557 -0.3964 -2.1549
C30 0.7172 -0.0873 -3.3938
C31 -0.0749 -0.0026 -4.5314
C32 -1.4416 -0.2310 -4.4452
C33 -2.0113 -0.5418 -3.2188
C34 -1.2183 -0.6242 -2.0807
H16 6.4890 -1.8075 -3.2649
H17 6.3225 0.2650 -1.9251
H18 4.2267 0.8355 -0.7773
H19 2.4418 -2.7640 -2.2702
H20 4.5361 -3.3188 -3.4335
H21 2.2928 1.2203 1.9672
H22 3.1267 3.5057 2.3012
H23 3.0997 5.1310 0.4265
H24 2.1940 4.4564 -1.7675
H25 1.3537 2.1689 -2.1122
H26 1.7845 0.0840 -3.4757
H27 0.3755 0.2415 -5.4862
H28 -2.0604 -0.1673 -5.3320
H29 -3.0771 -0.7219 -3.1448
H30 -1.6746 -0.8526 -1.1236

Atomic forces in eV per Å
-0.102 -0.325 0.345
0.047 0.010 -0.035
0.125 -0.116 -0.028
-0.153 0.028 -0.162
0.073 -0.006 0.043
-0.026 0.111 -0.008
0.007 -0.046 -0.007
0.021 -0.001 0.012
-0.027 0.178 0.135
0.008 -0.042 -0.039
-0.022 0.007 -0.001
-0.028 -0.006 -0.006
0.073 -0.030 -0.010
0.041 -0.045 0.011
0.000 -0.005 0.020
-0.013 0.007 0.005
-0.016 -0.001 -0.015
-0.010 0.004 -0.001
-0.003 0.000 0.007
0.001 0.003 0.004
0.001 0.000 0.001
-0.003 0.015 0.010
-0.016 0.008 0.000
0.147 0.060 0.037
-0.250 -0.275 -0.119
0.071 0.089 0.101
-0.074 0.192 -0.272
0.138 0.127 -0.056
0.025 0.033 0.036
-0.046 -0.066 0.037
0.022 0.033 -0.039
-0.029 -0.054 0.038
0.052 0.081 -0.041
-0.039 -0.057 0.024
0.038 0.054 -0.011
-0.014 -0.018 -0.008
-0.002 0.001 0.006
-0.004 0.008 -0.026
-0.014 0.010 0.015
0.000 0.000 -0.001
0.007 0.008 -0.002
0.003 0.007 -0.010
-0.008 -0.006 -0.001
0.009 0.016 0.012
0.002 -0.029 -0.022
-0.027 -0.018 -0.026
0.032 0.048 0.018
-0.062 -0.040 0.010
0.012 0.001 -0.003
0.052 -0.004 0.067
0.048 0.011 -0.004
-0.002 -0.041 0.005
-0.001 0.023 -0.010
-0.002 -0.009 0.010
0.007 -0.011 -0.005
-0.021 0.011 0.003
-0.003 0.070 -0.084
-0.038 -0.021 -0.003
-0.012 0.004 -0.007
0.003 0.000 -0.001
-0.002 0.003 -0.001
-0.004 0.004 0.053
0.000 0.004 0.002
-0.006 0.009 0.009
-0.010 0.000 0.007
0.020 -0.008 -0.001
-0.011 -0.003 0.003
0.005 0.018 -0.009
0.001 -0.006 0.003
-0.001 0.003 -0.005
0.001 0.002 0.004
-0.005 0.003 -0.001
0.004 -0.010 -0.012
0.006 0.000 0.002
0.001 0.000 -0.002
0.000 0.001 0.008
0.005 -0.004 -0.011

Atomic partial charges in e from the Mulliken method, atoms 1 to 5:
1 V 0.14
2 C -1.61
3 C 0.52
4 N 0.97
5 N -1.31

=====

[2]
Density functional theory data (ωB97M-V/def2-TZVPD) for a structure of composition C34H30CsN5.

## Properties
**HOMO level**: -5.87 eV
**Charge**: 0
**LUMO level**: -0.0096 hartree
**Spin multiplicity**: 1

Cartesian coordinates (Å):
Cs1 0.5342 -2.8261 -1.0893
C1 5.7118 -2.6029 -0.4135
C2 4.3714 -2.7617 -0.7857
N1 3.3774 -2.8406 0.0693
C3 3.6596 -2.7549 1.3839
C4 4.9773 -2.6061 1.8668
C5 6.0135 -2.5310 0.9199
C6 5.2273 -2.5241 3.2720
C7 4.2097 -2.5784 4.1578
C8 2.8583 -2.7149 3.7120
C9 1.7750 -2.7507 4.6090
C10 0.5001 -2.8616 4.1222
C11 0.3179 -2.9421 2.7348
N2 1.3084 -2.9225 1.8697
C12 2.5673 -2.8064 2.3352
H1 6.4796 -2.5409 -1.1721
H2 4.1096 -2.8218 -1.8380
H3 7.0362 -2.4118 1.2569
H4 6.2511 -2.4136 3.6078
H5 4.3967 -2.5133 5.2227
H6 1.9631 -2.6835 5.6738
H7 -0.3578 -2.8842 4.7796
H8 -0.6827 -3.0158 2.3181
C13 -1.0630 4.4934 1.0661
C14 -1.9844 4.2687 -0.1005
C15 -2.7551 5.3016 -0.6155
C16 -3.6085 5.1048 -1.6917
C17 -3.6789 3.8525 -2.2784
C18 -2.9087 2.8074 -1.7913
C19 -2.0715 3.0003 -0.6930
N3 -1.2689 1.9744 -0.1549
C20 -1.3316 0.6124 -0.5183
N4 -2.5725 0.1030 -0.3881
C21 -3.1666 -1.1396 -0.7966
C22 -2.3870 -2.2779 -1.0249
C23 -3.1413 -3.4019 -1.4077
C24 -4.5252 -3.4177 -1.5293
C25 -5.2381 -2.2600 -1.2594
C26 -4.5726 -1.0982 -0.8904
C27 -5.3769 0.1439 -0.5831
N5 -0.2701 -0.0403 -0.8487
C28 0.9472 0.6458 -0.9830
C29 1.9152 0.4989 0.0140
C30 3.1683 1.0830 -0.1051
C31 3.4773 1.8203 -1.2366
C32 2.5241 1.9594 -2.2387
C33 1.2611 1.3863 -2.1368
C34 0.2560 1.5469 -3.2433
H9 -1.1860 5.4994 1.4634
H10 -0.0133 4.3784 0.7774
H11 -1.2597 3.7754 1.8652
H12 -2.6885 6.2800 -0.1541
H13 -4.2064 5.9234 -2.0698
H14 -4.3271 3.6818 -3.1285
H15 -2.9502 1.8393 -2.2717
H16 -0.3378 2.2715 0.0948
H17 -3.2227 0.7667 -0.0014
H18 -2.6272 -4.3452 -1.6159
H19 -5.0505 -4.3222 -1.8192
H20 -6.3201 -2.2500 -1.3365
H21 -6.4368 -0.0525 -0.7419
H22 -5.0987 0.9905 -1.2143
H23 -5.2648 0.4630 0.4598
H24 1.6618 -0.0952 0.8857
H25 3.9011 0.9558 0.6829
H26 4.4513 2.2796 -1.3456
H27 2.7672 2.5272 -3.1299
H28 0.7428 1.8995 -4.1520
H29 -0.5159 2.2716 -2.9763
H30 -0.2516 0.6032 -3.4502

Atomic forces in eV per Å
-0.119 -0.289 -0.442
0.110 0.011 0.013
-0.058 0.009 -0.002
0.239 0.026 0.095
0.284 0.025 0.052
-0.194 0.003 -0.243
-0.043 -0.002 -0.019
-0.071 0.002 0.236
0.236 0.014 -0.037
-0.248 -0.026 -0.205
-0.009 0.002 -0.051
0.028 0.002 0.083
-0.033 0.015 -0.081
0.018 0.017 0.115
0.015 0.009 0.295
0.002 -0.001 0.006
-0.003 -0.004 -0.006
0.003 -0.001 0.004
-0.004 -0.001 0.010
0.010 0.000 -0.002
0.004 0.001 0.003
0.004 0.000 0.006
0.005 -0.005 -0.007
-0.026 -0.012 -0.036
0.028 0.001 0.045
-0.004 -0.026 -0.019
-0.011 0.036 -0.004
0.008 -0.014 0.014
0.022 -0.040 0.038
-0.061 0.035 -0.025
0.020 0.013 -0.034
0.043 0.100 0.012
-0.063 0.151 0.043
-0.097 -0.385 -0.123
-0.192 0.102 0.082
0.076 0.076 0.026
-0.011 -0.028 -0.002
0.023 0.026 0.007
0.049 0.087 0.036
0.007 -0.070 -0.008
-0.130 0.154 0.069
0.049 0.023 0.006
0.003 -0.057 0.019
0.013 -0.022 0.005
-0.034 0.008 -0.033
0.029 -0.017 0.047
0.041 0.004 -0.057
0.002 -0.010 0.054
0.009 0.002 0.007
0.006 0.009 0.018
0.008 0.002 0.003
0.004 0.001 0.005
0.001 -0.001 0.002
0.000 -0.003 0.001
-0.012 -0.040 0.011
0.019 -0.033 -0.008
0.028 0.035 -0.006
0.017 0.015 0.004
0.001 0.004 -0.004
0.001 0.011 0.004
-0.007 0.029 0.005
0.009 0.032 -0.015
0.004 0.002 -0.004
-0.003 0.010 0.010
-0.009 -0.008 0.008
0.000 0.000 -0.002
-0.008 -0.001 -0.004
-0.014 -0.009 -0.016
-0.010 0.000 -0.004
-0.004 0.004 0.001

Atomic partial charges in e from the Mulliken method, atoms 1 to 5:
1 Cs 1.35
2 C -0.69
3 C -0.33
4 N -0.10
5 C -0.02

=====

[3]
Density functional theory data (ωB97M-V/def2-TZVPD) for a structure of composition C34H31BCrNO6 at a distorted geometry.

## Properties
**ΔE to the lowest compared entry with this formula, charge and spin**: 77.3 kcal/mol
**HOMO level (alpha / beta)**: -16.78 / -16.67 eV
**Charge**: +3
**LUMO level (alpha / beta)**: -0.3899 / -0.3948 hartree
**Spin multiplicity**: 3

Cartesian coordinates (Å):
C1 -4.6889 0.5223 0.8084
C2 -3.4579 -0.1614 0.4800
C3 -3.1431 -1.3552 -0.1225
C4 -1.7284 -1.4772 -0.0435
C5 -1.2067 -0.4118 0.6663
B1 0.0622 -0.2451 2.1423
O1 0.2125 1.1019 1.7325
C6 -0.1184 2.0729 2.7512
C7 0.0288 1.3476 4.0798
N1 -0.1084 -0.1084 3.7034
C8 -1.3875 -0.7323 4.1326
C9 1.0651 -0.9264 4.1382
C10 0.9423 -2.1263 3.2303
O2 0.4558 -1.6029 1.9653
O3 -2.2791 0.4108 0.9074
H1 -5.5493 -0.1502 0.8269
H2 -4.5985 0.9945 1.7959
H3 -4.9812 1.3017 0.0913
H4 -3.8203 -2.1306 -0.4758
H5 -1.1542 -2.3081 -0.4622
H6 0.5191 2.9593 2.6450
H7 -1.1534 2.3825 2.5806
H8 1.0257 1.5259 4.5101
H9 -0.7211 1.6447 4.8198
H10 -1.3489 -0.9882 5.2049
H11 -2.2179 -0.0498 3.9169
H12 -1.5692 -1.6431 3.5461
H13 1.9883 -0.3696 3.9626
H14 1.0445 -1.1318 5.2040
H15 1.8896 -2.6380 3.0620
H16 0.2113 -2.8440 3.6145
O4 9.3615 -2.0711 1.8164
C11 8.2277 -2.2427 2.0210
Cr1 6.4231 -2.2774 2.5780
C12 6.3615 -0.4957 1.8979
O5 6.5242 0.6162 1.5808
C13 7.2398 -1.4687 4.0843
O6 7.9242 -0.9362 4.8603
C14 6.3014 -4.3928 2.9403
C15 6.1463 -4.1717 1.5663
C16 5.2303 -3.2135 1.1231
C17 4.3070 -2.6233 2.0143
C18 3.3082 -1.7279 1.4828
C19 2.5200 -0.9276 0.9708
C20 1.9125 0.2324 0.5008
C21 2.4828 1.4228 1.2019
C22 3.2061 1.3041 2.4096
C23 3.6333 2.4293 3.1530
C24 3.4780 3.7030 2.5991
C25 2.8307 3.8625 1.3712
C26 2.2524 2.7455 0.7575
C27 1.6651 0.1717 -0.9282
C28 1.0619 -0.9645 -1.5224
C29 1.0627 -1.1564 -2.9067
C30 1.6318 -0.1782 -3.7392
C31 2.2371 0.9551 -3.1803
C32 2.2650 1.1094 -1.7916
C33 4.5498 -2.7745 3.4062
C34 5.4921 -3.7139 3.8587
H17 7.0815 -5.0640 3.3031
H18 6.7557 -4.7012 0.8379
H19 5.1732 -2.9120 0.0705
H20 3.3997 0.3020 2.8129
H21 4.0884 2.2760 4.1414
H22 3.8003 4.5855 3.1554
H23 2.7280 4.8494 0.8932
H24 1.4858 2.8793 -0.0119
H25 0.6105 -1.7174 -0.8690
H26 0.6279 -2.0738 -3.3359
H27 1.5536 -0.2755 -4.8268
H28 2.6961 1.7231 -3.8079
H29 2.8254 1.9480 -1.3737
H30 3.9697 -2.1616 4.1125
H31 5.6140 -3.8814 4.9277

Atomic forces in eV per Å
-1.051 0.359 0.447
1.341 0.565 0.260
1.613 -1.489 -0.303
-1.730 -1.622 -1.540
-1.326 -0.032 1.831
-3.111 -0.016 -2.103
-0.052 0.449 1.069
0.008 -0.046 -0.399
0.274 0.008 0.187
0.079 0.404 0.962
-0.618 -0.316 0.300
-0.042 -0.138 0.154
-0.104 -0.392 -0.566
0.764 0.345 1.643
-0.485 0.796 0.208
0.237 -0.163 0.011
-0.017 0.008 -0.275
0.427 0.002 0.000
0.088 0.465 -0.065
-0.455 0.292 0.408
-0.031 -0.319 0.147
0.084 -0.027 -0.097
-0.376 -0.252 -0.136
0.116 -0.194 -0.179
-0.095 0.244 -0.437
0.296 -0.039 0.190
0.134 0.261 0.246
-0.314 0.079 -0.239
-0.309 -0.179 0.143
-0.128 -0.042 0.119
0.198 -0.048 -0.166
-4.378 -0.887 0.593
5.637 0.877 -1.049
1.252 0.958 -0.515
0.779 4.383 -0.715
-0.855 -3.986 0.898
2.558 2.619 3.184
-2.571 -1.977 -2.495
-0.307 -1.429 0.442
0.385 -0.193 -0.056
-1.340 -0.099 -1.433
0.125 0.247 0.141
-1.090 1.475 -1.042
1.964 -3.126 2.094
3.780 2.083 -1.927
0.481 0.833 0.174
0.270 0.203 0.615
-0.314 -0.912 -0.745
0.012 0.188 0.163
-0.237 -0.369 -0.346
-0.408 0.038 -0.206
-0.569 0.028 -0.003
0.111 -0.737 -0.410
-0.114 -0.068 0.696
-0.239 0.323 0.010
-0.126 -0.180 0.510
0.250 0.862 -0.633
-1.921 0.576 0.047
0.389 -0.431 0.487
-0.324 0.095 -0.121
0.122 0.240 0.210
-0.026 -0.472 0.403
0.072 0.648 -0.189
-0.114 0.183 -0.584
0.058 -0.283 -0.229
-0.102 -0.539 0.497
0.544 0.174 0.017
0.415 0.313 -0.339
0.187 0.655 0.260
0.215 -0.065 0.422
-0.133 -0.366 0.185
-0.216 -0.369 -0.250
0.253 -0.597 -0.317
0.109 0.118 -0.262

Atomic partial charges in e from the Mulliken method, atoms 1 to 5:
1 C -1.26
2 C 0.56
3 C -1.12
4 C -0.49
5 C 0.80